No. 1
The following is a quantum chemistry calculation of the molecule C5H13NOS in a non-equilibrium geometry, from the OMol25 dataset.

Bonds (Å) are listed after each position.
Positions of all 21 atoms, in Å:
1 H 0.01210 -0.27424 1.59341  C5 1.084
2 N 0.21680 0.82233 -0.09754  C5 1.478, H16 1.003, C17 1.461
3 H 1.58392 -2.69530 -1.40763  C11 1.093
4 S 2.40439 -0.45141 -2.04172  H9 1.338, C11 1.818
5 C 0.81283 -0.11185 0.88054  H1 1.084, N2 1.478, C12 1.543, H14 1.091
6 H 0.66984 -2.32195 0.64463  C12 1.095
7 C -2.13289 0.68988 0.54807  O15 1.395, C17 1.531, H18 1.074, H19 1.098
8 H -3.16652 2.20407 1.21727  O15 0.964
9 H 2.04531 -0.67914 -3.31079  S4 1.338
10 H 0.29794 -1.53427 -1.71736  C11 1.086
11 C 1.28030 -1.65447 -1.27014  H3 1.093, S4 1.818, H10 1.086, C12 1.526
12 C 1.21065 -1.45957 0.24215  C5 1.543, H6 1.095, C11 1.526, H20 1.095
13 H -0.66334 2.08821 1.39215  C17 1.099
14 H 1.68174 0.31821 1.38094  C5 1.091
15 O -3.32654 1.38964 0.72693  C7 1.395, H8 0.964
16 H 0.95963 1.37689 -0.48076  N2 1.003
17 C -0.90205 1.59335 0.44043  N2 1.461, C7 1.531, H13 1.099, H21 1.089
18 H -1.96072 -0.06021 1.29786  C7 1.074
19 H -2.08686 0.07238 -0.35823  C7 1.098
20 H 2.21949 -1.66929 0.61395  C12 1.095
21 H -1.15599 2.35673 -0.29415  C17 1.089

The strongest force on any atom is 0.0302 Eh/bohr. The spin multiplicity is 1. Its SMILES is OCCNCCCS. The total charge is 0. For the HOMO-LUMO gap, the calculation gives 9.6 eV. The energy is -726.446384 a.u.

---

No. 2
The following is a quantum chemistry calculation of a cluster of 2 separate species, C5H13NOS in total in a non-equilibrium geometry, from the OMol25 dataset.

Bonds (Å) are listed after each position.
Positions of all 21 atoms, in Å:
1 H 0.36782 -0.44345 1.49073  N13 1.028
2 H 0.44377 -1.10561 -1.36066  C11 1.098
3 S 3.28948 -1.17038 -1.67280  C9 1.921
4 C -1.22713 1.89698 0.00899  H5 1.105, H14 1.096, C16 1.518, O21 1.462
5 H -0.18527 2.05189 -0.32483  C4 1.105
6 H 2.57983 -1.48447 0.68944  C9 1.090
7 H -1.06993 0.40677 -1.38400  C16 1.085
8 H 1.29976 0.15124 -0.47009  C11 1.108
9 C 2.12149 -1.75165 -0.26289  S3 1.921, H6 1.090, C11 1.523, H12 1.099
10 H -2.64454 0.53319 -0.89518  C16 1.111
11 C 0.88398 -0.87192 -0.38205  H2 1.098, H8 1.108, C9 1.523, N13 1.461
12 H 1.75191 -2.78626 -0.29311  C9 1.099
13 N -0.03673 -1.02090 0.74261  H1 1.028, C11 1.461, C15 1.461
14 H -1.90422 2.71617 -0.25677  C4 1.096
15 C -1.43104 -0.65467 0.50284  N13 1.461, C16 1.519, H17 1.096, H18 1.091
16 C -1.62444 0.50738 -0.45635  C4 1.518, H7 1.085, H10 1.111, C15 1.519
17 H -1.88475 -1.51893 0.00466  C15 1.096
18 H -1.90537 -0.45899 1.46536  C15 1.091
19 H 3.32093 0.19170 -0.32265  no bonds
20 H -0.98395 2.86605 1.70791  O21 0.967
21 O -1.16160 1.94588 1.46885  C4 1.462, H20 0.967

The strongest force on any atom is 0.0995 Eh/bohr. The spin multiplicity is 1. The total charge is 0. For the HOMO-LUMO gap, the calculation gives 8.0 eV. The energy is -726.358939 a.u.

---

No. 3
The following is a quantum chemistry calculation of a cluster of 3 separate species, C5H13NOS in total in a non-equilibrium geometry, from the OMol25 dataset.

Bonds (Å) are listed after each position.
Positions of all 21 atoms, in Å:
1 C 0.75230 0.97980 2.76043  H2 1.144, O10 1.393, H11 1.147, H17 1.137
2 H 1.43235 0.15225 2.35920  C1 1.144
3 H 0.23446 1.94461 -0.09056  C12 1.146
4 H -2.18511 -2.39066 1.12682  C21 1.096
5 H 3.00607 0.20418 -3.49158  S6 1.405
6 S 1.75332 0.78785 -3.74337  H5 1.405
7 N -1.07383 -0.75680 0.40223  C13 1.419, C21 1.419
8 H -0.67075 -2.82699 0.49040  C21 1.085
9 H -1.77964 1.25845 -1.55109  C20 1.181
10 O -0.53476 0.84694 2.24340  C1 1.393, H16 1.072
11 H 1.41013 1.84987 2.40470  C1 1.147
12 C 0.44389 1.03416 -0.75371  H3 1.146, C13 1.514, H14 1.100, C20 1.567
13 C -0.12227 -0.35827 -0.57271  N7 1.419, C12 1.514, H19 1.196, C20 1.615
14 H 1.35522 1.26813 -1.32393  C12 1.100
15 H -1.76372 -2.56228 -0.64355  C21 1.116
16 H -0.78352 0.12587 1.49000  O10 1.072
17 H 0.76017 0.83730 3.88875  C1 1.137
18 H -0.55862 0.32765 -2.72279  C20 1.134
19 H 0.57660 -1.25055 -0.95481  C13 1.196
20 C -0.77646 0.64482 -1.65567  H9 1.181, C12 1.567, C13 1.615, H18 1.134
21 C -1.47583 -2.11632 0.33783  H4 1.096, N7 1.419, H8 1.085, H15 1.116

The strongest force on any atom is 0.0776 Eh/bohr. The spin multiplicity is 1. The total charge is 0. For the HOMO-LUMO gap, the calculation gives 3.6 eV. The energy is -726.183768 a.u.

---

No. 4
The following is a quantum chemistry calculation of the molecule C5H13NOS in a non-equilibrium geometry, from the OMol25 dataset.

Bonds (Å) are listed after each position.
Positions of all 21 atoms, in Å:
1 C -1.09766 -0.33840 -0.87295  C4 1.524, H8 1.095, H17 1.102, C20 1.443
2 H 2.59175 1.15128 0.65191  C18 1.091
3 H -2.69150 0.89038 0.74960  S9 1.437
4 C -1.82413 0.98147 -1.10407  C1 1.524, H5 1.090, S9 1.778, H21 1.098
5 H -1.85878 1.17715 -2.17630  C4 1.090
6 H 1.21703 -1.51485 0.43671  C19 1.104
7 H 3.23713 -1.20634 -0.93572  O16 0.959
8 H -0.19840 -0.45345 -1.48779  C1 1.095
9 S -3.47271 0.83125 -0.45488  H3 1.437, C4 1.778
10 N 0.14944 -0.06414 1.34754  H12 1.016, C19 1.457, C20 1.459
11 H -1.93716 0.17488 0.82098  C20 1.168
12 H 0.19659 0.95097 1.34884  N10 1.016
13 H 1.99240 -0.95146 1.94543  C19 1.090
14 H -1.23111 -1.46039 0.98624  C20 1.091
15 H 1.65127 0.53852 -0.69021  C18 1.100
16 O 3.43270 -0.44635 -0.38388  H7 0.959, C18 1.396
17 H -1.71248 -1.16426 -1.26649  C1 1.102
18 C 2.32493 0.23398 0.12463  H2 1.091, H15 1.100, O16 1.396, C19 1.534
19 C 1.45915 -0.62985 1.05124  H6 1.104, N10 1.457, H13 1.090, C18 1.534
20 C -1.00633 -0.48120 0.56034  C1 1.443, N10 1.459, H11 1.168, H14 1.091
21 H -1.22214 1.78082 -0.65117  C4 1.098

The strongest force on any atom is 0.0830 Eh/bohr. The spin multiplicity is 1. Its SMILES is OCCNCCCS. The total charge is 0. For the HOMO-LUMO gap, the calculation gives 9.5 eV. The energy is -726.383299 a.u.

---

No. 5
The following is a quantum chemistry calculation of the ion C5H13NP with charge +1 in a non-equilibrium geometry, from the OMol25 dataset.

Bonds (Å) are listed after each position.
Positions of all 20 atoms, in Å:
1 H -1.77202 -0.53498 -1.19009  N14 1.009
2 H -0.43209 1.57267 0.91326  P20 1.501
3 H 3.72604 -0.23306 -0.74610  C4 1.054
4 C 3.19395 0.57039 -1.17297  H3 1.054, C6 1.463, H13 1.110, H15 1.188
5 C -1.57368 -0.69110 0.84455  N14 1.503, C16 1.555, H19 1.080, P20 1.944
6 C 1.96391 0.80800 -0.41759  C4 1.463, H7 1.052, C11 1.316
7 H 1.60767 1.79413 -0.32824  C6 1.052
8 H -3.01829 0.79589 1.87252  C16 1.134
9 H -0.01511 -0.67435 -0.42876  N14 1.143
10 H -3.69859 -0.56180 0.93524  C16 1.090
11 C 1.30331 -0.15411 0.19083  C6 1.316, H12 1.044, P20 2.016
12 H 1.71219 -1.09819 0.36730  C11 1.044
13 H 3.83932 1.47192 -1.21814  C4 1.110
14 N -1.11225 -0.96590 -0.55929  H1 1.009, C5 1.503, H9 1.143, H18 1.098
15 H 2.97445 0.27584 -2.30272  C4 1.188
16 C -2.87578 0.15265 0.94989  C5 1.555, H8 1.134, H10 1.090, H17 1.106
17 H -2.84111 0.85936 0.09961  C16 1.106
18 H -1.26899 -2.03366 -0.76159  N14 1.098
19 H -1.64149 -1.64023 1.35436  C5 1.080
20 P -0.07143 0.28655 1.59792  H2 1.501, C5 1.944, C11 2.016

The strongest force on any atom is 0.0778 Eh/bohr. The spin multiplicity is 1. Its SMILES is C/C=C/P[C@@H](C)[NH3+]. The total charge is +1. For the HOMO-LUMO gap, the calculation gives 9.8 eV. The energy is -594.081613 a.u.

---

No. 6
The following is a quantum chemistry calculation of the ion C5H13NP with charge +1, from the OMol25 dataset.

Bonds (Å) are listed after each position.
Positions of all 20 atoms, in Å:
1 H 2.25924 0.75316 -0.26561  P19 1.396
2 H 0.30559 0.98409 2.15484  C16 1.093
3 H -1.24443 -0.36591 -2.96210  C7 1.087
4 C 0.17591 -0.48309 -1.38941  C7 1.538, H11 1.088, H17 1.088, P19 1.820
5 C 1.63740 -0.66558 2.30251  N8 1.262, H15 1.091, C16 1.521
6 H 0.33491 1.85927 -0.28390  P19 1.394
7 C -0.98088 0.24016 -2.09895  H3 1.087, C4 1.538, H9 1.090, C12 1.539
8 N 1.34694 -1.24724 3.38418  C5 1.262, H18 1.017
9 H -0.62665 1.18797 -2.50486  C7 1.090
10 H -2.00768 0.22610 -0.15587  C12 1.090
11 H 0.96028 -0.71351 -2.10745  C4 1.088
12 C -2.20727 0.47370 -1.19843  C7 1.539, H10 1.090, H13 1.087, H20 1.087
13 H -3.03034 -0.16311 -1.51162  C12 1.087
14 H -0.40008 -0.52151 1.59549  C16 1.086
15 H 2.64426 -0.65847 1.88116  C5 1.091
16 C 0.51110 0.07029 1.59215  H2 1.093, C5 1.521, H14 1.086, P19 1.810
17 H -0.15972 -1.38851 -0.88920  C4 1.088
18 H 2.16042 -1.67721 3.81710  N8 1.017
19 P 0.88275 0.59025 -0.10080  H1 1.396, C4 1.820, H6 1.394, C16 1.810
20 H -2.56174 1.49915 -1.25923  C12 1.087

The strongest force on any atom is 0.0166 Eh/bohr. The spin multiplicity is 1. The total charge is +1. For the HOMO-LUMO gap, the calculation gives 10.9 eV. The energy is -594.126462 a.u.

---

No. 7
The following is a quantum chemistry calculation of the molecule C5H13NS in a non-equilibrium geometry, from the OMol25 dataset.

Bonds (Å) are listed after each position.
Positions of all 20 atoms, in Å:
1 C -0.49856 0.82569 -0.78925  C6 1.519, C15 1.544, H16 1.090, H18 1.100
2 H -0.32934 -2.78010 0.44613  C19 1.090
3 H -0.91369 -1.23122 -1.24994  C15 1.084
4 H 1.97245 2.31027 -1.14615  C20 1.092
5 H 1.44450 -0.85738 -0.68675  N12 1.005
6 C 0.72199 0.94956 0.10689  C1 1.519, N12 1.456, H17 1.091, C20 1.541
7 H 1.80685 -0.57927 0.94095  N12 1.007
8 H 2.14883 2.53503 0.62723  C20 1.089
9 H -2.36365 -0.10103 -1.00272  C15 1.085
10 S -1.60302 -0.84496 1.09246  C15 1.834, C19 1.811
11 H -2.01384 -3.27949 0.84391  C19 1.086
12 N 1.63436 -0.18207 0.03229  H5 1.005, C6 1.456, H7 1.007
13 H 0.71786 3.07228 -0.19868  C20 1.099
14 H -0.80728 -2.82304 2.07646  C19 1.083
15 C -1.38234 -0.43598 -0.68199  C1 1.544, H3 1.084, H9 1.085, S10 1.834
16 H -1.09367 1.72339 -0.62201  C1 1.090
17 H 0.40205 1.18217 1.12347  C6 1.091
18 H -0.11676 0.85759 -1.82037  C1 1.100
19 C -1.19384 -2.60958 1.08706  H2 1.090, S10 1.811, H11 1.086, H14 1.083
20 C 1.46709 2.26815 -0.17900  H4 1.092, C6 1.541, H8 1.089, H13 1.099

The strongest force on any atom is 0.0385 Eh/bohr. The spin multiplicity is 1. Its SMILES is CSCC[C@H](C)N. The total charge is 0. For the HOMO-LUMO gap, the calculation gives 9.4 eV. The energy is -651.224129 a.u.

---

No. 8
The following is a quantum chemistry calculation of the molecule C5H13NS in a non-equilibrium geometry, from the OMol25 dataset.

Bonds (Å) are listed after each position.
Positions of all 20 atoms, in Å:
1 H 2.61508 -2.53231 1.14680  C5 1.094
2 S -2.17602 -1.07037 -1.55285  H8 1.362, C12 1.829
3 H -1.84929 2.24562 -0.00227  C9 1.101
4 H -2.28855 0.80923 0.68786  C9 1.090
5 C 2.40694 -1.67100 0.50494  H1 1.094, C6 1.509, H7 1.091, H18 1.078
6 C 1.45244 -0.70622 1.16505  C5 1.509, N11 1.503, H15 1.098, H20 1.086
7 H 3.38167 -1.19698 0.38091  C5 1.091
8 H -3.28374 -1.02161 -0.76174  S2 1.362
9 C -1.51108 1.19836 0.03040  H3 1.101, H4 1.090, C12 1.571, C14 1.498
10 H -1.06297 0.98534 -2.06410  C12 1.091
11 N 0.57055 -0.16840 0.07282  C6 1.503, H13 1.000, C14 1.448
12 C -1.90464 0.73320 -1.41772  S2 1.829, C9 1.571, H10 1.091, H19 1.081
13 H 1.06003 -0.27818 -0.79280  N11 1.000
14 C -0.03906 1.12541 0.29856  C9 1.498, N11 1.448, H16 1.112, H17 1.096
15 H 0.78817 -1.13586 1.92601  C6 1.098
16 H 0.38776 1.84934 -0.42941  C14 1.112
17 H 0.27584 1.52771 1.26784  C14 1.096
18 H 2.07309 -2.08675 -0.43158  C5 1.078
19 H -2.79322 1.26501 -1.72867  C12 1.081
20 H 1.89703 0.12845 1.69994  C6 1.086

The strongest force on any atom is 0.0534 Eh/bohr. The spin multiplicity is 1. Its SMILES is CCNCCCS. The total charge is 0. For the HOMO-LUMO gap, the calculation gives 9.2 eV. The energy is -651.205175 a.u.

---

no.,HOMO energy (eV)
1,-8.77
2,-8.81
3,-7.63
4,-8.77
5,-13.39
6,-14.23
7,-8.43
8,-8.13